Record 1
Below is an isolated molecule of C3H5N3, with properties calculated with wB97M-V/def2-TZVPD.

```
11
Properties=species:S:1:pos:R:3:forces:R:3:mulliken_charge:R:1
N -1.795 0.033 0.090 0.0 0.0 -0.2 -0.496
C -0.424 -0.068 0.024 0.2 -0.1 0.0 0.456
C 0.389 -1.167 0.207 0.1 -0.2 0.1 -0.388
C 1.751 -0.771 0.206 -0.3 0.3 -0.2 -0.586
N 1.690 0.586 0.102 -0.2 -0.1 -0.4 -0.114
N 0.353 1.045 -0.176 -0.1 -0.3 0.2 -0.229
H -2.263 -0.864 0.088 0.1 0.2 0.1 0.240
H -2.229 0.685 -0.546 0.1 0.0 0.0 0.249
H 0.064 -2.199 0.256 -0.1 0.2 0.1 0.320
H 2.372 0.991 -0.525 0.0 0.3 0.3 0.272
H 0.058 1.913 0.267 0.2 -0.2 -0.1 0.276
```
Positions in Å, forces in eV/Å.

Computed properties:
Orbital gap (eV): 8.73
Electronic energy (eV): -7659.8586

Record 2
Below is an isolated molecule of C5H12 in a non-equilibrium geometry, with properties calculated with wB97M-V/def2-TZVPD.

```
17
Properties=species:S:1:pos:R:3:forces:R:3:mulliken_charge:R:1
C 1.729 0.202 0.424 0.1 -0.5 -0.3 -1.205
C 0.807 1.208 -0.258 0.5 0.9 0.0 -0.217
C -0.664 0.891 -0.591 -0.5 -0.8 -0.8 -0.719
C -1.358 -0.211 0.217 -0.3 -0.4 0.7 -0.498
C -0.831 -1.666 0.116 0.4 0.4 -0.7 -1.039
H 1.727 -0.765 -0.069 -0.4 -0.3 0.2 0.289
H 2.781 0.478 0.308 -0.2 0.5 0.2 0.383
H 1.516 0.102 1.488 0.0 -0.2 0.0 0.269
H 0.873 2.098 0.379 -0.3 0.1 -0.1 0.271
H 1.320 1.499 -1.182 -0.2 0.1 0.0 0.258
H -1.324 1.762 -0.548 0.4 0.3 0.5 0.334
H -0.783 0.672 -1.661 0.4 -0.4 0.1 0.329
H -1.344 0.128 1.254 0.0 -0.2 0.2 0.316
H -2.419 -0.273 -0.026 0.0 0.4 -0.2 0.383
H -0.074 -1.662 -0.666 0.2 -0.3 0.1 0.268
H -0.393 -2.060 1.027 0.2 0.2 0.1 0.249
H -1.565 -2.404 -0.212 -0.3 0.3 0.1 0.327
```
Positions in Å, forces in eV/Å.

Computed properties:
SMILES: CCCCC
Orbital gap (eV): 11.98
Electronic energy (eV): -5379.1927

Record 3
Below is an isolated molecule of C9H12N4O in a non-equilibrium geometry, with properties calculated with wB97M-V/def2-TZVPD.

```
26
Properties=species:S:1:pos:R:3:forces:R:3:mulliken_charge:R:1
C 1.670 1.329 -1.281 2.6 1.1 0.6 -1.172
C 0.369 0.694 -1.118 -1.7 0.2 0.3 0.301
N -0.653 1.071 -1.785 0.0 -0.7 0.6 -0.810
C -1.849 0.314 -1.322 1.1 1.8 -0.7 0.122
N -1.574 -1.105 -1.356 -1.3 0.4 -0.6 -0.740
N -0.586 -1.366 -0.706 0.9 -3.6 0.4 -0.392
C 0.069 -0.336 -0.013 2.7 0.1 -1.0 1.875
C 1.375 -0.781 0.719 -0.6 2.2 0.8 -1.668
C -0.941 0.240 0.975 1.3 1.6 -0.7 -1.006
C -2.140 0.732 0.144 0.8 0.1 -1.5 -0.193
C -3.374 0.018 0.566 -1.5 -0.6 1.8 -0.819
N -3.665 0.520 1.868 -1.6 -2.2 -1.3 -0.341
C -3.383 1.418 2.548 0.4 0.9 1.9 0.608
O -3.141 2.162 3.398 0.4 1.8 1.1 -0.475
H 2.271 1.138 -2.177 -0.6 -0.6 -0.2 0.306
H 2.391 1.026 -0.448 -1.1 0.9 -1.1 0.274
H 1.527 2.435 -1.357 0.2 -0.8 0.5 0.301
H -2.635 0.570 -1.997 -0.8 0.0 -0.2 0.701
H 1.620 0.256 1.166 0.4 -1.8 -0.3 0.455
H 2.268 -1.144 0.125 -1.4 0.2 0.6 0.326
H 1.083 -1.369 1.603 0.5 -0.3 -0.6 0.343
H -0.260 1.046 1.375 -1.6 -0.5 0.5 0.343
H -1.193 -0.545 1.671 0.0 0.1 0.5 0.515
H -2.185 1.842 0.190 -0.4 -0.7 -0.1 0.441
H -4.370 -0.030 0.079 1.0 0.7 -0.9 0.325
H -3.166 -1.031 0.754 0.4 -0.3 -0.4 0.380
```
Positions in Å, forces in eV/Å.

Computed properties:
SMILES: CC1=N[C@H]2N=N[C@]1(C)C[C@@H]2CN=C=O
Orbital gap (eV): 9.41
Electronic energy (eV): -17532.8806

Record 4
Below is an isolated molecule of C4H7NO, with properties calculated with wB97M-V/def2-TZVPD.

```
13
Properties=species:S:1:pos:R:3:forces:R:3:mulliken_charge:R:1
O 1.463 2.645 -0.905 -0.3 -0.4 0.2 -0.467
C 0.651 1.773 -0.719 0.4 0.2 -0.2 -0.007
C 0.807 0.639 0.283 0.1 0.0 0.0 -0.294
N -0.500 0.047 0.450 -0.1 0.2 0.1 -0.306
C -0.895 -0.970 -0.503 -0.1 0.0 -0.3 -0.469
C -0.657 -1.308 0.923 0.0 -0.2 0.2 -0.352
H -0.294 1.728 -1.306 0.1 0.1 0.1 0.305
H 1.157 1.054 1.235 0.0 -0.1 -0.2 0.335
H 1.582 -0.064 -0.087 -0.2 0.2 0.1 0.269
H -0.140 -1.315 -1.212 -0.1 0.1 0.1 0.260
H -1.899 -0.864 -0.906 0.2 -0.1 0.1 0.251
H -1.499 -1.457 1.594 0.1 0.0 -0.1 0.232
H 0.222 -1.910 1.152 0.0 0.2 -0.1 0.243
```
Positions in Å, forces in eV/Å.

Computed properties:
SMILES: O=CCN1CC1
Orbital gap (eV): 10.64
Electronic energy (eV): -7797.2123

Record 5
Below is a cluster of 2 separate species, C2H9NS3 in total, with properties calculated with wB97M-V/def2-TZVPD.

```
15
Properties=species:S:1:pos:R:3:forces:R:3:mulliken_charge:R:1
N -0.554 -0.367 1.287 0.0 0.6 0.3 -0.425
C -0.735 0.958 0.648 -0.6 -0.7 -0.1 -0.664
C 0.125 1.030 -0.594 0.1 0.8 0.0 -0.383
S -0.038 2.696 -1.373 0.2 -0.3 0.1 -0.232
H 0.424 -0.450 1.554 0.0 -0.2 0.0 0.220
H -1.074 -0.358 2.164 0.1 -0.2 -0.2 0.212
H -0.558 1.810 1.305 0.3 0.0 0.1 0.342
H -1.788 1.008 0.357 0.0 0.1 0.0 0.326
H 1.170 0.898 -0.321 0.0 -0.1 -0.1 0.352
H -0.159 0.269 -1.311 0.0 -0.1 0.0 0.171
H 1.276 2.973 -1.403 -0.2 0.0 0.0 0.124
S 1.544 -2.321 -0.788 0.1 -0.1 -0.1 -0.220
S 0.117 -3.575 0.002 -0.4 0.6 0.0 -0.184
H 0.942 -2.022 -1.953 0.1 -0.1 0.0 0.165
H -0.693 -2.550 0.426 0.3 -0.5 0.0 0.196
```
Positions in Å, forces in eV/Å.

Computed properties:
SMILES: NCCS.SS
Orbital gap (eV): 9.58
Electronic energy (eV): -36215.5550

Record 6
Below is an isolated molecule of C3H3N3 in a non-equilibrium geometry, with properties calculated with wB97M-V/def2-TZVPD.

```
9
Properties=species:S:1:pos:R:3:forces:R:3:mulliken_charge:R:1
C -0.080 -0.991 -0.107 -0.9 0.9 -0.7 0.067
C -1.179 -0.441 -0.551 0.5 -0.9 0.3 -0.381
N -1.044 0.962 -1.021 -0.1 0.8 0.0 -0.504
N -0.124 1.510 -0.419 0.8 -0.6 1.0 0.662
N 0.805 1.493 0.277 -1.2 1.1 -1.1 -0.437
C 1.004 -0.582 0.539 0.4 -1.1 0.8 -0.358
H 0.747 -0.512 1.580 0.5 0.5 0.6 0.269
H -2.184 -0.811 -0.603 0.0 -0.2 -0.5 0.380
H 2.055 -0.628 0.305 0.0 -0.5 -0.3 0.302
```
Positions in Å, forces in eV/Å.

Computed properties:
Orbital gap (eV): 9.12
Electronic energy (eV): -7624.5905

Record 7
Below is an isolated molecule of C10H12O3 in a non-equilibrium geometry, with properties calculated with wB97M-V/def2-TZVPD.

```
25
Properties=species:S:1:pos:R:3:forces:R:3:mulliken_charge:R:1
C -4.379 -2.019 0.100 -0.2 0.6 -0.8 -1.043
C -3.409 -3.017 -0.492 -0.5 -0.5 0.4 -0.161
O -2.239 -2.273 -0.913 1.4 0.4 0.7 -0.317
C -1.270 -1.973 0.008 -0.8 -2.0 2.6 0.349
O -1.183 -2.459 1.151 -0.7 1.0 -2.8 -0.536
C -0.246 -1.042 -0.402 0.6 0.5 -1.2 0.061
C 0.685 -0.367 -0.781 -1.8 -0.8 0.9 0.218
C 1.764 0.474 -1.196 2.0 0.4 -1.1 -0.138
O 2.061 0.525 -2.377 -0.4 0.2 0.4 -0.548
C 2.633 1.142 -0.154 -0.8 0.4 0.7 0.537
C 1.940 1.711 1.125 0.2 -1.3 0.1 -0.787
C 2.553 3.077 0.902 -0.1 0.7 0.3 -0.489
C 3.173 2.549 -0.393 1.4 0.8 -0.6 -0.730
H -4.526 -1.224 -0.661 -0.1 -0.3 0.6 0.270
H -5.356 -2.486 0.288 0.4 0.2 0.2 0.365
H -3.937 -1.572 0.999 -0.4 -0.2 -0.1 0.292
H -3.189 -3.775 0.286 0.4 0.3 -0.7 0.274
H -3.845 -3.511 -1.402 0.8 0.5 0.8 0.301
H 3.478 0.500 0.080 -0.2 -0.5 0.0 0.384
H 2.252 1.130 1.980 -0.2 0.2 0.6 0.329
H 0.872 1.754 1.075 -0.7 -0.3 0.0 0.345
H 3.279 3.374 1.669 -0.2 0.1 -0.3 0.233
H 1.779 3.862 0.778 0.7 -0.3 0.1 0.243
H 2.827 3.022 -1.296 -0.1 0.2 -0.4 0.319
H 4.282 2.599 -0.375 -0.6 -0.1 -0.2 0.229
```
Positions in Å, forces in eV/Å.

Computed properties:
SMILES: CCOC(=O)C#CC(=O)C1CCC1
Orbital gap (eV): 9.61
Electronic energy (eV): -16703.8445